No. 1
C27H49As3ClIrNO7P | ωB97M-V/def2-TZVPD

HOMO energy (alpha / beta) in eV: -7.55 / -7.58
Energy above the lowest of the compared OMol25 structures with the same formula, charge and spin in kJ/mol: 531.39
Lowest unoccupied orbital energy (alpha / beta) in eV: -1.461 / -1.479
Gap between HOMO and LUMO (alpha / beta) in Eh: 0.2238 / 0.2243
DFT total energy in eV: -251783.61184

Cartesian coordinates (Å):
Ir  -0.2574  -0.6910  0.3293
Cl  -4.0708  -4.3353  5.3288
C  -3.2359  -3.8033  3.9072
C  -2.3861  -4.6965  3.2403
C  -1.7342  -4.2998  2.1068
C  -1.9149  -3.0071  1.5427
O  -1.3632  -2.7194  0.4251
C  -2.7745  -2.1069  2.2592
C  -2.9510  -0.7733  1.8151
O  -2.4454  -0.2367  0.8126
C  -3.4126  -2.5294  3.4402
H  -2.2436  -5.6920  3.6343
H  -1.0770  -4.9798  1.5867
H  -3.6111  -0.1482  2.4436
H  -4.0449  -1.8339  3.9730
C  0.5945  3.1623  -0.8179
As  -0.4516  1.5243  -1.1350
C  -2.2350  2.2567  -0.8001
C  -0.4944  1.6852  -3.1349
C  -0.3134  0.4375  -3.9974
C  0.9468  -0.3189  -3.6045
C  -1.5278  -0.4864  -3.8399
As  -1.6578  -1.4406  -2.0689
C  -1.1644  -3.2380  -2.6596
C  -3.6067  -1.7079  -2.0741
C  -0.2280  0.8796  -5.4682
As  1.3303  1.8580  -6.2901
C  2.6731  0.4068  -6.3593
C  2.2305  2.9095  -4.8663
H  0.2077  3.9798  -1.4317
H  1.6399  2.9817  -1.0641
H  0.5399  3.4245  0.2349
H  -2.3670  3.2137  -1.3115
H  -2.3683  2.3900  0.2700
H  -2.9855  1.5457  -1.1454
H  0.3056  2.3816  -3.3829
H  -1.4453  2.1623  -3.3934
H  0.8430  -0.7284  -2.5976
H  1.8071  0.3457  -3.6092
H  1.1209  -1.1400  -4.2995
H  -1.4993  -1.2686  -4.6058
H  -2.4483  0.0915  -3.9732
H  -1.7388  -3.5202  -3.5454
H  -1.3792  -3.9293  -1.8485
H  -0.0998  -3.2864  -2.8755
H  -3.9222  -2.1158  -3.0371
H  -4.1204  -0.7657  -1.8930
H  -3.8647  -2.4059  -1.2794
H  -1.1026  1.5004  -5.6945
H  -0.3126  -0.0046  -6.1113
H  2.2140  -0.5160  -6.7079
H  3.1520  0.2229  -5.4007
H  3.4431  0.6823  -7.0799
H  1.6291  3.7660  -4.5641
H  3.1489  3.2935  -5.3125
H  2.4979  2.3208  -3.9911
C  3.7200  -0.1016  1.2989
C  3.3095  -0.6411  2.6680
C  2.8147  -2.0797  2.5770
C  4.4866  -0.5566  3.6453
O  2.3018  0.1930  3.2339
P  0.8167  0.4474  2.7289
O  0.7640  1.1832  1.3930
O  -0.0554  -0.7825  2.6812
O  0.5169  1.3921  3.9695
C  -0.4728  2.3857  4.1797
C  -1.2196  1.9944  5.4578
C  0.2604  3.7184  4.3704
C  -1.4541  2.4928  3.0201
H  4.4799  -0.7371  0.8497
H  4.1052  0.9108  1.4018
H  2.8500  -0.0729  0.6476
H  3.5845  -2.7215  2.1567
H  1.9280  -2.1244  1.9507
H  2.5467  -2.4346  3.5691
H  5.3011  -1.1897  3.3059
H  4.1721  -0.8766  4.6347
H  4.8403  0.4676  3.7175
H  -0.5112  1.8716  6.2718
H  -1.7349  1.0492  5.3063
H  -1.9390  2.7630  5.7263
H  0.9467  3.6442  5.2096
H  -0.4543  4.5154  4.5601
H  0.8348  3.9514  3.4765
H  -1.8667  1.5118  2.8030
H  -0.9428  2.8563  2.1323
H  -2.2561  3.1785  3.2846
O  3.2552  -2.9560  -0.8675
C  2.2818  -2.3207  -0.7354
N  1.3213  -1.6287  -0.7032

In the Mulliken picture, each atom carries the following charge in e: atom 1 (Ir): 2.217, atom 2 (Cl): -0.245, atom 3 (C): 0.175, atom 4 (C): -0.604, atom 5 (C): -0.766, atom 6 (C): -0.080, atom 7 (O): -0.546, atom 8 (C): 1.569, atom 9 (C): -0.657, atom 10 (O): -0.482, atom 11 (C): -1.029, atom 12 (H): 0.436, atom 13 (H): 0.470, atom 14 (H): 0.279, atom 15 (H): 0.432, atom 16 (C): -1.309, atom 17 (As): 0.768, atom 18 (C): -1.120, atom 19 (C): -1.547, atom 20 (C): 3.297, atom 21 (C): -0.629, atom 22 (C): -2.022, atom 23 (As): 1.248, atom 24 (C): -1.297, atom 25 (C): -1.400, atom 26 (C): -2.164, atom 27 (As): 0.322, atom 28 (C): -1.082, atom 29 (C): -1.064, atom 30 (H): 0.461, atom 31 (H): 0.348, atom 32 (H): 0.272, atom 33 (H): 0.526, atom 34 (H): 0.146, atom 35 (H): 0.249, atom 36 (H): 0.068, atom 37 (H): 0.602, atom 38 (H): -0.928, atom 39 (H): 0.138, atom 40 (H): 0.466, atom 41 (H): 0.616, atom 42 (H): 0.494, atom 43 (H): 0.474, atom 44 (H): 0.345, atom 45 (H): 0.327, atom 46 (H): 0.438, atom 47 (H): 0.318, atom 48 (H): 0.380, atom 49 (H): 0.445, atom 50 (H): 0.563, atom 51 (H): 0.317, atom 52 (H): 0.298, atom 53 (H): 0.395, atom 54 (H): 0.327, atom 55 (H): 0.401, atom 56 (H): 0.237, atom 57 (C): -1.229, atom 58 (C): 1.848, atom 59 (C): -1.358, atom 60 (C): -1.982, atom 61 (O): -0.462, atom 62 (P): -0.614, atom 63 (O): 0.089, atom 64 (O): -0.364, atom 65 (O): -0.179, atom 66 (C): 2.020, atom 67 (C): -1.811, atom 68 (C): -1.840, atom 69 (C): -1.200, atom 70 (H): 0.451, atom 71 (H): 0.331, atom 72 (H): -0.061, atom 73 (H): 0.455, atom 74 (H): 0.005, atom 75 (H): 0.359, atom 76 (H): 0.407, atom 77 (H): 0.428, atom 78 (H): 0.412, atom 79 (H): 0.396, atom 80 (H): 0.325, atom 81 (H): 0.418, atom 82 (H): 0.416, atom 83 (H): 0.426, atom 84 (H): 0.310, atom 85 (H): 0.002, atom 86 (H): 0.067, atom 87 (H): 0.601, atom 88 (O): -0.672, atom 89 (C): 0.464, atom 90 (N): -0.351



No. 2
C30H36ClF2N7PS2W | ωB97M-V/def2-TZVPD

HOMO energy (alpha / beta) in eV: -3.76 / -3.76
Energy above the lowest of the compared OMol25 structures with the same formula, charge and spin in kJ/mol: 49.33
Lowest unoccupied orbital energy (alpha / beta) in eV: 2.427 / 2.427
Gap between HOMO and LUMO (alpha / beta) in Eh: 0.2272 / 0.2272
Total charge: -1
DFT total energy in eV: -92874.02634

Cartesian coordinates (Å):
W  -0.6888  -1.1362  1.6654
F  3.9391  -2.7541  -0.8266
C  3.0113  -3.0133  0.1219
C  1.9886  -2.1309  0.3076
C  0.9971  -2.3810  1.2839
C  1.1373  -3.5624  2.0518
C  2.2129  -4.4144  1.8125
F  2.3634  -5.5493  2.5391
C  3.1650  -4.1815  0.8590
C  0.1067  -3.7628  3.0441
C  0.0317  -4.8344  3.9411
C  -0.9978  -4.9067  4.8457
C  -1.9556  -3.9087  4.8540
C  -1.8346  -2.8850  3.9470
N  -0.8331  -2.7964  3.0532
H  1.9554  -1.2401  -0.3058
H  3.9793  -4.8735  0.6920
H  0.7890  -5.5959  3.9140
H  -1.0538  -5.7352  5.5426
H  -2.7885  -3.9146  5.5435
H  -2.5567  -2.0902  3.9116
S  -2.8312  -0.0770  2.3831
C  -3.9520  -0.6079  1.1414
C  -5.2095  0.1126  1.0686
N  -6.1861  0.7219  1.0080
C  -3.6814  -1.5727  0.2480
S  -2.1749  -2.4652  0.2066
C  -4.6545  -1.9032  -0.7774
N  -5.4106  -2.1553  -1.6097
Cl  0.3996  -0.0241  3.5447
N  -0.2217  0.1077  0.3506
P  0.3013  1.1340  -0.6891
N  1.4257  2.2568  -0.1996
C  0.9037  3.1023  0.9322
C  2.0559  3.7627  1.6708
C  2.9259  2.7140  2.3720
C  3.0908  1.4580  1.4911
C  2.8209  1.7746  0.0227
N  1.0017  0.3159  -1.9264
C  0.6143  -1.0919  -2.1876
C  1.5540  -1.6541  -3.2388
C  1.3159  -0.9456  -4.5841
C  0.9808  0.5495  -4.3760
C  1.5643  1.0604  -3.0647
N  -0.9503  2.0945  -1.1574
C  -0.8032  3.3735  -1.8473
C  -1.8557  4.3498  -1.3149
C  -3.2032  3.6424  -1.0517
C  -3.3145  2.3623  -1.8759
C  -2.2175  1.3741  -1.4742
H  0.3240  2.4977  1.6344
H  0.2380  3.8603  0.5238
H  1.6474  4.4680  2.3972
H  2.6502  4.3444  0.9579
H  2.4492  2.4243  3.3105
H  3.8979  3.1491  2.6170
H  2.3904  0.6908  1.8207
H  4.0945  1.0383  1.5882
H  2.9848  0.8963  -0.5967
H  3.5147  2.5426  -0.3292
H  -0.4168  -1.1622  -2.5549
H  0.6475  -1.6549  -1.2640
H  1.3968  -2.7288  -3.3333
H  2.5852  -1.5070  -2.9031
H  0.4863  -1.4315  -5.1013
H  2.1939  -1.0513  -5.2256
H  -0.1037  0.6942  -4.3522
H  1.3666  1.1530  -5.2004
H  1.3661  2.1242  -2.9378
H  2.6556  0.9482  -3.0849
H  -0.9218  3.2400  -2.9315
H  0.1991  3.7611  -1.6815
H  -1.9754  5.1649  -2.0367
H  -1.4904  4.7923  -0.3850
H  -4.0323  4.3121  -1.2811
H  -3.2895  3.3794  0.0061
H  -3.2459  2.6024  -2.9422
H  -4.2802  1.8818  -1.7160
H  -2.0689  0.6386  -2.2754
H  -2.5200  0.8280  -0.5854

In the Mulliken picture, each atom carries the following charge in e: atom 1 (W): -0.735, atom 2 (F): -0.390, atom 3 (C): -0.006, atom 4 (C): 0.398, atom 5 (C): 1.717, atom 6 (C): -1.188, atom 7 (C): 0.595, atom 8 (F): -0.376, atom 9 (C): -0.908, atom 10 (C): 0.752, atom 11 (C): -1.272, atom 12 (C): -0.289, atom 13 (C): -0.914, atom 14 (C): -0.005, atom 15 (N): 0.425, atom 16 (H): -0.456, atom 17 (H): 0.496, atom 18 (H): 0.542, atom 19 (H): 0.415, atom 20 (H): 0.419, atom 21 (H): 0.374, atom 22 (S): -0.514, atom 23 (C): 0.669, atom 24 (C): -0.169, atom 25 (N): -0.583, atom 26 (C): 0.655, atom 27 (S): -0.305, atom 28 (C): -0.145, atom 29 (N): -0.571, atom 30 (Cl): -0.476, atom 31 (N): 0.451, atom 32 (P): -1.873, atom 33 (N): 0.243, atom 34 (C): 0.228, atom 35 (C): -1.157, atom 36 (C): -0.806, atom 37 (C): 0.196, atom 38 (C): -0.776, atom 39 (N): 1.161, atom 40 (C): 0.438, atom 41 (C): -1.126, atom 42 (C): -0.816, atom 43 (C): -0.783, atom 44 (C): -0.744, atom 45 (N): 1.300, atom 46 (C): -1.127, atom 47 (C): -0.831, atom 48 (C): -0.759, atom 49 (C): -1.057, atom 50 (C): 0.188, atom 51 (H): 0.200, atom 52 (H): -0.222, atom 53 (H): 0.434, atom 54 (H): 0.330, atom 55 (H): 0.343, atom 56 (H): 0.292, atom 57 (H): -0.442, atom 58 (H): 0.606, atom 59 (H): 0.362, atom 60 (H): 0.395, atom 61 (H): 0.078, atom 62 (H): -0.159, atom 63 (H): 0.547, atom 64 (H): 0.233, atom 65 (H): 0.335, atom 66 (H): 0.353, atom 67 (H): 0.171, atom 68 (H): 0.496, atom 69 (H): 0.606, atom 70 (H): 0.360, atom 71 (H): 0.463, atom 72 (H): 0.638, atom 73 (H): 0.423, atom 74 (H): 0.208, atom 75 (H): 0.442, atom 76 (H): 0.325, atom 77 (H): 0.381, atom 78 (H): 0.584, atom 79 (H): 0.020, atom 80 (H): -0.310



> Among the records above, which one has the highest DFT total energy?

C30H36ClF2N7PS2W